#1
Computed, not measured: 2 unconnected molecules or ions with the total composition C3H10N2O, with ωB97M-V/def2-TZVPD.

Calculated values
SMILES: [H]/N=C\C.CNO
Total charge: 0
Highest occupied orbital energy: -8.1 eV

Last column: natural (NBO) charge in e.
Geometry (Å):
C 1.192 -0.256 0.148  0.141
C -1.632 -0.111 -0.520  -0.414
C 2.098 -0.033 -1.023  -0.685
N -1.763 0.421 0.778  -0.355
N 0.827 0.664 1.002  -0.672
O -2.055 -0.689 1.656  -0.630
H -2.739 -0.346 2.244  0.468
H 1.122 -1.277 0.517  0.192
H -0.578 0.681 1.091  0.368
H 1.097 1.603 0.711  0.349
H -2.411 -0.829 -0.775  0.215
H -1.609 0.711 -1.236  0.198
H -0.557 -0.572 -0.623  0.137
H 3.129 -0.269 -0.751  0.238
H 2.057 0.997 -1.377  0.218
H 1.821 -0.695 -1.843  0.231

***

#2
Computed, not measured: 2 unconnected molecules or ions with the total composition C3H10N2O, with ωB97M-V/def2-TZVPD.

Calculated values
SMILES: NC=O.CCN
Total charge: 0
Highest occupied orbital energy: -9.0 eV

Last column: natural (NBO) charge in e.
Geometry (Å):
C 0.094 -0.232 2.508  -0.624
C 0.666 0.571 1.431  -0.254
N 1.629 -0.269 0.791  -0.830
H -0.514 -1.033 2.016  0.187
H -0.678 0.308 2.944  0.206
H 0.752 -0.747 3.291  0.212
H 0.960 1.594 1.941  0.184
H 0.111 1.100 0.591  0.234
H 1.211 -1.189 0.460  0.347
H 2.298 -0.716 1.552  0.336
C -1.074 0.223 -2.270  0.524
N -0.927 0.024 -3.624  -0.841
O -1.381 1.333 -1.826  -0.591
H -0.962 -0.814 -1.824  0.105
H -0.850 0.788 -4.232  0.408
H -1.335 -0.941 -3.748  0.397

***

#3
Computed, not measured: a molecular structure, C3H10N2O, with ωB97M-V/def2-TZVPD.

Calculated values
Total charge: 0
Highest occupied orbital energy: -9.2 eV

Last column: natural (NBO) charge in e.
Geometry (Å):
C -0.185 -0.790 1.423  -0.293
N 0.943 -0.015 1.175  -0.395
C 0.365 1.289 0.806  0.255
O -0.823 1.685 0.444  -0.578
C -0.821 -1.158 0.159  -0.260
N 0.166 -1.728 -0.823  -0.888
H -0.855 -0.209 2.202  0.204
H 0.191 -1.727 1.929  0.213
H 0.182 3.454 -3.432  0.006
H 1.060 2.085 1.155  0.176
H 0.625 0.434 0.029  0.376
H 0.630 2.854 -3.279  -0.006
H -1.618 -1.956 0.349  0.215
H -1.205 -0.258 -0.370  0.232
H 0.238 -2.729 -0.892  0.376
H 1.107 -1.232 -0.875  0.366

***

The energy of each structure relative to the most stable one, in hartree, is as follows: #1 0.0590; #2 0.0000; #3 0.1361.

***

#1
Computed, not measured: 2 unconnected molecules or ions with the total composition C3H10N2O, with ωB97M-V/def2-TZVPD.

Calculated values
SMILES: CC=O.NCN
Total charge: 0
Highest occupied orbital energy: -8.9 eV

Last column: natural (NBO) charge in e.
Geometry (Å):
O -3.688 -0.383 0.256  -0.515
C -3.239 -1.358 -0.355  0.416
C -2.538 -2.497 0.324  -0.749
H -3.451 -1.408 -1.474  0.126
H -1.546 -2.670 -0.128  0.234
H -2.199 -2.462 1.403  0.242
H -3.024 -3.492 0.306  0.246
N 2.651 2.473 0.491  -0.881
C 2.489 1.187 0.007  -0.052
N 1.367 1.192 -0.983  -0.842
H 2.358 2.940 1.269  0.387
H 3.408 2.872 -0.019  0.372
H 2.407 0.424 0.817  0.151
H 3.409 0.781 -0.450  0.168
H 0.845 1.998 -0.685  0.357
H 0.749 0.403 -0.779  0.341

***

#2
Computed, not measured: 2 unconnected molecules or ions with the total composition C3H10N2O, with ωB97M-V/def2-TZVPD.

Calculated values
SMILES: C=CO.NCN
Total charge: 0
Highest occupied orbital energy: -9.2 eV

Last column: natural (NBO) charge in e.
Geometry (Å):
C 1.625 -1.764 0.376  -0.476
C 1.891 -0.475 0.296  0.117
O 2.879 0.045 -0.502  -0.705
H 0.798 -2.114 0.979  0.204
H 2.228 -2.512 -0.107  0.200
H 1.221 0.202 0.807  0.176
H 3.477 0.573 0.042  0.478
N -2.165 -0.229 -0.806  -0.849
C -2.399 0.997 -0.087  -0.039
N -1.319 1.121 0.873  -0.848
H -2.931 -0.484 -1.413  0.363
H -1.285 -0.176 -1.305  0.370
H -2.347 1.899 -0.722  0.145
H -3.374 0.986 0.391  0.151
H -1.440 1.911 1.499  0.356
H -1.293 0.299 1.468  0.356

***

The energy of each structure relative to the most stable one, in hartree, is as follows: #1 0.0179; #2 0.0000.

***

#1
Computed, not measured: 2 unconnected molecules or ions with the total composition C3H10N2O, with ωB97M-V/def2-TZVPD.

Calculated values
SMILES: NC=O.CCN
Total charge: 0
Highest occupied orbital energy: -9.2 eV

Last column: natural (NBO) charge in e.
Geometry (Å):
C -1.023 -2.009 1.038  -0.630
C -0.867 -0.449 1.133  -0.229
N 0.560 -0.140 1.445  -0.843
H -0.146 -2.327 1.585  0.217
H -1.912 -2.435 1.471  0.211
H -0.878 -2.251 -0.011  0.210
H -1.054 -0.106 0.119  0.193
H -1.361 -0.012 1.994  0.192
H 1.202 -0.256 0.664  0.338
H 0.665 0.863 1.606  0.343
C 0.837 0.850 -1.845  0.533
N 0.862 2.204 -1.990  -0.834
O -0.043 0.086 -2.138  -0.585
H 1.645 0.487 -1.198  0.092
H 0.188 2.705 -2.555  0.398
H 1.325 2.789 -1.316  0.396

***

#2
Computed, not measured: 2 unconnected molecules or ions with the total composition C3H10N2O, with ωB97M-V/def2-TZVPD.

Calculated values
SMILES: C=CO.NCN
Total charge: 0
Highest occupied orbital energy: -9.1 eV

Last column: natural (NBO) charge in e.
Geometry (Å):
C -0.146 0.203 2.104  -0.535
C 0.727 -0.137 3.072  0.158
O 0.790 -1.426 3.474  -0.702
H -0.205 1.143 1.576  0.209
H -0.912 -0.518 1.838  0.193
H 1.228 0.565 3.718  0.187
H 0.663 -2.116 2.841  0.490
N -1.468 -0.167 -2.318  -0.853
C -0.616 0.963 -2.636  -0.063
N 0.803 0.720 -2.972  -0.841
H -1.136 -0.909 -1.726  0.358
H -1.740 -0.644 -3.171  0.344
H -0.525 1.493 -1.680  0.168
H -1.144 1.609 -3.328  0.186
H 0.859 0.123 -3.790  0.348
H 1.210 0.294 -2.148  0.353

***

#3
Computed, not measured: 2 unconnected molecules or ions with the total composition C3H10N2O, with ωB97M-V/def2-TZVPD.

Calculated values
SMILES: [H]/N=C/NCC.O
Total charge: 0
Highest occupied orbital energy: -9.4 eV

Last column: natural (NBO) charge in e.
Geometry (Å):
C 2.047 0.605 1.485  -0.614
C 1.162 0.722 0.263  -0.198
N 0.568 -0.580 -0.322  -0.632
C -0.286 -0.463 -1.442  0.317
N -1.520 -0.885 -1.459  -0.761
H 1.607 0.035 2.218  0.215
H 2.382 1.645 1.760  0.224
H 2.908 0.063 1.260  0.208
H 0.263 1.290 0.558  0.183
H 1.601 1.212 -0.604  0.197
H 0.414 -1.396 0.179  0.395
H -0.003 0.178 -2.242  0.141
H -1.719 -1.145 -2.388  0.347
H -2.956 -1.051 -0.222  0.498
H -3.062 0.334 0.392  0.454
O -3.403 -0.564 0.564  -0.976

***

The energy of each structure relative to the most stable one, in hartree, is as follows: #1 0.0000; #2 0.0406; #3 0.0323.

***

#1
Computed, not measured: a molecular structure, C2H9N4, with ωB97M-V/def2-TZVPD.

Calculated values
Total charge: +1
Highest occupied orbital energy: -14.2 eV

Last column: natural (NBO) charge in e.
Geometry (Å):
C -1.582 -0.182 -0.010  0.670
C 2.020 -0.137 0.613  -0.423
N -1.603 -1.393 -0.137  -0.689
N -2.475 0.723 0.282  -0.808
N 0.016 0.766 -0.272  -0.592
N 1.124 -0.053 -0.568  -0.353
H 1.565 -0.763 1.377  0.239
H 2.990 -0.542 0.328  0.236
H 2.144 0.869 1.014  0.252
H -0.862 -2.021 -0.383  0.385
H -3.402 0.427 0.550  0.443
H -2.183 1.664 0.486  0.430
H -0.252 1.318 -1.081  0.372
H 0.836 -1.017 -0.845  0.402
H 1.665 0.342 -1.354  0.436

***

#2
Computed, not measured: a gas-phase ion, C2H9N4 (charge +1), with ωB97M-V/def2-TZVPD.

Calculated values
SMILES: NN1C[C@]1(N)[NH3+]
Total charge: +1
Highest occupied orbital energy: -13.7 eV

Last column: natural (NBO) charge in e.
Geometry (Å):
C -0.645 0.962 0.696  -0.261
C 0.375 0.107 0.089  0.343
N -0.909 0.340 -0.611  -0.251
N 0.828 -1.189 0.671  -0.841
N -1.879 -0.712 -0.711  -0.632
N 1.480 0.725 -0.755  -0.708
H -1.160 0.557 1.541  0.228
H -0.575 1.963 0.664  0.214
H 0.445 -2.032 0.317  0.409
H 0.806 -1.180 1.647  0.392
H -2.416 -0.508 -1.438  0.368
H -2.497 -0.706 0.138  0.354
H 1.090 1.652 -1.082  0.457
H 1.698 0.006 -1.515  0.471
H 2.391 1.024 -0.287  0.458

***

The energy of each structure relative to the most stable one, in hartree, is as follows: #1 0.0000; #2 0.0126.